No. 1
{
  "formula": "C7H14N2",
  "method": "the ωB97M-V functional and the def2-TZVPD basis",
  "e_above_lowest_ev": 0.5155,
  "multiplicity": 1,
  "lumo_ev": 0.9,
  "energy_ev": -10465.851,
  "homo_ev": -8.7,
  "smiles": "Cc1c[nH]cn1.CCC",
  "symbols": ["C", "C", "C", "N", "C", "N", "H", "H", "H", "H", "H", "H", "C", "C", "C", "H", "H", "H", "H", "H", "H", "H", "H"],
  "coordinates": [[-1.05, 2.31, -0.78], [-0.36, 1.71, 0.39], [0.98, 1.63, 0.63], [1.08, 0.90, 1.80], [-0.18, 0.67, 2.24], [-1.07, 1.12, 1.40], [-1.07, 3.40, -0.89], [-2.10, 2.04, -0.80], [-0.61, 1.97, -1.72], [1.91, 1.68, 0.08], [1.87, 0.36, 2.10], [-0.35, 0.05, 3.11], [-0.41, -3.46, -1.93], [0.02, -1.99, -1.96], [0.74, -1.55, -0.68], [0.37, -3.95, -1.35], [-0.56, -3.97, -2.88], [-1.31, -3.58, -1.33], [0.63, -1.83, -2.85], [-0.85, -1.36, -2.15], [1.68, -1.02, -0.86], [0.12, -0.81, -0.18], [0.81, -2.39, 0.00]]
}

***

No. 2
{
  "formula": "C7H14N2",
  "method": "the ωB97M-V functional and the def2-TZVPD basis",
  "e_above_lowest_ev": 0.9662,
  "multiplicity": 1,
  "lumo_ev": 0.9,
  "energy_ev": -10465.401,
  "homo_ev": -8.3,
  "smiles": "Cc1c[nH]cn1.CCC",
  "symbols": ["C", "C", "C", "N", "C", "N", "H", "H", "H", "H", "H", "H", "C", "C", "C", "H", "H", "H", "H", "H", "H", "H", "H"],
  "coordinates": [[0.43, 0.60, 2.39], [-0.89, 1.21, 2.19], [-1.00, 2.64, 2.12], [-2.31, 2.85, 1.89], [-2.96, 1.66, 1.79], [-2.07, 0.68, 1.86], [0.53, 0.14, 3.39], [1.32, 1.23, 2.35], [0.61, -0.16, 1.62], [-0.21, 3.33, 2.35], [-2.77, 3.70, 1.59], [-4.02, 1.53, 1.74], [1.20, -2.16, -1.04], [0.76, -2.02, -2.47], [1.56, -1.11, -3.40], [1.35, -1.23, -0.51], [2.15, -2.70, -0.88], [0.65, -2.97, -0.56], [0.59, -2.98, -2.99], [-0.25, -1.62, -2.51], [2.58, -1.46, -3.64], [1.08, -1.01, -4.37], [1.69, -0.15, -2.90]]
}

***

No. 3
{
  "formula": "C7H14N2",
  "method": "the ωB97M-V functional and the def2-TZVPD basis",
  "e_above_lowest_ev": 0.0702,
  "multiplicity": 1,
  "lumo_ev": 0.9,
  "energy_ev": -10466.297,
  "homo_ev": -8.6,
  "smiles": "CCc1c[nH]cn1.CC",
  "symbols": ["C", "C", "C", "C", "N", "C", "N", "H", "H", "H", "H", "H", "H", "H", "H", "C", "C", "H", "H", "H", "H", "H", "H"],
  "coordinates": [[2.07, -0.29, 1.73], [0.79, -0.42, 0.87], [0.91, 0.27, -0.44], [1.14, -0.26, -1.69], [1.18, 0.81, -2.53], [0.98, 1.93, -1.80], [0.81, 1.64, -0.53], [2.20, 0.76, 1.96], [2.94, -0.59, 1.13], [1.96, -0.85, 2.66], [0.53, -1.47, 0.73], [0.00, 0.07, 1.43], [1.27, -1.28, -1.98], [1.31, 0.80, -3.52], [0.93, 2.92, -2.23], [-2.77, -1.71, 2.01], [-3.92, -1.02, 1.26], [-2.98, -1.70, 3.08], [-2.63, -2.71, 1.62], [-1.87, -1.12, 1.84], [-3.76, -1.02, 0.18], [-4.03, 0.02, 1.56], [-4.85, -1.56, 1.42]]
}

***

No. 4
{
  "formula": "C7H14N2O",
  "method": "the ωB97M-V functional and the def2-TZVPD basis",
  "e_above_lowest_ev": 2.9807,
  "multiplicity": 1,
  "lumo_ev": 0.7,
  "energy_ev": -12510.960,
  "homo_ev": -9.0,
  "smiles": "[H]/N=C/C(=C)C.CN(C)C=O",
  "symbols": ["H", "N", "C", "C", "C", "C", "H", "H", "H", "H", "H", "H", "C", "N", "C", "C", "O", "H", "H", "H", "H", "H", "H", "H"],
  "coordinates": [[0.40, -0.40, 3.02], [-0.15, 0.29, 2.51], [-0.57, -0.18, 1.38], [-1.85, 0.41, 0.71], [-3.03, 0.03, 1.21], [-1.69, 1.57, -0.21], [-0.31, -1.19, 1.04], [-3.26, -0.18, 2.25], [-3.94, -0.01, 0.62], [-0.93, 2.27, 0.16], [-1.43, 1.21, -1.21], [-2.62, 2.12, -0.35], [1.80, 0.83, -0.70], [1.34, -0.55, -0.70], [2.40, -1.55, -0.56], [0.28, -0.91, -1.57], [0.01, -2.04, -1.93], [1.77, 1.32, -1.68], [1.18, 1.46, -0.06], [2.82, 0.93, -0.32], [1.99, -2.56, -0.57], [3.09, -1.47, -1.41], [2.95, -1.37, 0.37], [-0.26, -0.04, -1.97]]
}

***

No. 5
{
  "formula": "C7H14N2O5",
  "method": "the ωB97M-V functional and the def2-TZVPD basis",
  "e_above_lowest_ev": 3.1373,
  "multiplicity": 1,
  "lumo_ev": 0.3,
  "energy_ev": -20701.601,
  "homo_ev": -9.2,
  "smiles": "C[C@@H](O)[C@H](N)C(=O)N[C@@H](CO)C(=O)O",
  "symbols": ["C", "C", "O", "C", "N", "C", "O", "N", "C", "C", "O", "C", "O", "O", "H", "H", "H", "H", "H", "H", "H", "H", "H", "H", "H", "H", "H", "H"],
  "coordinates": [[3.25, 1.31, -1.14], [2.01, 0.64, -0.69], [1.78, -0.61, -1.53], [1.95, 0.24, 0.80], [3.05, -0.75, 1.10], [0.50, -0.23, 1.12], [0.38, -1.32, 1.76], [-0.52, 0.55, 0.78], [-1.80, 0.00, 0.66], [-2.80, 1.15, 0.69], [-2.22, 2.14, -0.23], [-2.04, -1.03, -0.70], [-3.15, -1.43, -0.81], [-1.05, -1.21, -1.53], [3.48, 1.21, -2.17], [3.96, 0.77, -0.55], [3.21, 2.53, -0.98], [0.99, 1.31, -1.03], [2.11, -1.30, -1.09], [1.93, 1.15, 1.40], [3.15, -0.89, 2.11], [2.74, -1.71, 0.73], [-0.45, 1.57, 0.72], [-1.68, -0.85, 1.39], [-3.84, 0.82, 0.34], [-3.11, 1.57, 1.64], [-2.50, 3.04, -0.08], [-0.18, -0.86, -1.36]]
}

***

No. 6
{
  "formula": "C7H14N2OSi",
  "method": "the ωB97M-V functional and the def2-TZVPD basis",
  "e_above_lowest_ev": 5.4813,
  "multiplicity": 1,
  "lumo_ev": [-2.2, -2.2],
  "energy_ev": -20386.856,
  "homo_ev": [-7.5, -7.5],
  "symbols": ["C", "C", "C", "C", "C", "C", "C", "N", "N", "O", "Si", "H", "H", "H", "H", "H", "H", "H", "H", "H", "H", "H", "H", "H", "H"],
  "coordinates": [[-1.31, -2.00, 3.31], [-1.29, -1.12, 2.22], [0.74, -1.50, 2.87], [-0.98, -0.76, -1.78], [1.94, -0.01, -1.92], [-0.13, 2.29, -2.32], [0.33, 1.25, 0.40], [-0.01, -2.17, 3.71], [0.01, -0.88, 2.00], [-0.73, 1.86, 1.02], [0.20, 0.68, -1.39], [-1.95, -2.57, 3.91], [-1.85, -0.77, 1.31], [1.72, -1.16, 3.10], [-0.44, -1.23, -2.64], [-0.91, -1.16, -0.82], [-2.05, -0.49, -2.02], [2.77, 0.49, -1.47], [2.13, -1.09, -1.81], [2.12, 0.27, -2.91], [-1.23, 2.46, -2.33], [0.60, 3.04, -2.14], [-0.11, 2.06, -3.30], [1.09, 0.91, 1.04], [-0.65, 1.61, 1.96]]
}

***

No. 7
{
  "formula": "C7H14N2S",
  "method": "the ωB97M-V functional and the def2-TZVPD basis",
  "e_above_lowest_ev": 3.6295,
  "multiplicity": 1,
  "lumo_ev": 0.7,
  "energy_ev": -21298.293,
  "homo_ev": -8.0,
  "smiles": "CCc1c[nH]cn1.CSC",
  "symbols": ["C", "C", "C", "C", "N", "C", "N", "H", "H", "H", "H", "H", "H", "H", "H", "C", "S", "C", "H", "H", "H", "H", "H", "H"],
  "coordinates": [[-2.22, 0.19, 3.23], [-2.16, -1.32, 2.65], [-1.42, -1.28, 1.38], [-0.05, -1.74, 1.10], [0.15, -1.60, -0.24], [-0.97, -1.14, -0.91], [-1.96, -1.05, 0.07], [-1.51, 0.87, 2.90], [-2.11, 0.42, 4.27], [-3.25, 0.62, 2.97], [-1.67, -1.92, 3.30], [-3.24, -1.55, 2.59], [0.56, -2.26, 1.85], [0.84, -2.13, -0.66], [-1.22, -1.00, -1.82], [1.02, 2.77, -2.31], [1.63, 1.17, -1.80], [3.34, 1.38, -1.01], [1.71, 3.45, -2.85], [0.15, 2.53, -2.98], [0.42, 3.37, -1.36], [3.26, 1.75, 0.00], [3.67, 2.05, -1.87], [3.86, 0.45, -1.13]]
}

***

No. 8
{
  "formula": "C7H14N3O",
  "method": "the ωB97M-V functional and the def2-TZVPD basis",
  "e_above_lowest_ev": 3.6188,
  "multiplicity": 1,
  "charge": 1,
  "lumo_ev": -2.6,
  "energy_ev": -13994.184,
  "homo_ev": -11.4,
  "symbols": ["C", "C", "C", "C", "C", "C", "C", "N", "N", "N", "O", "H", "H", "H", "H", "H", "H", "H", "H", "H", "H", "H", "H", "H", "H"],
  "coordinates": [[0.05, -2.29, -0.72], [0.58, -1.22, -0.24], [1.60, -0.25, -0.32], [-2.92, -0.07, -0.34], [-2.37, 1.35, -0.33], [-0.96, -0.04, 0.90], [3.54, 0.91, 0.51], [-1.99, -0.85, 0.51], [2.56, -0.14, 0.61], [-1.12, 1.21, 0.51], [1.49, 0.80, -1.20], [-0.79, -2.73, -0.32], [0.55, -2.87, -1.45], [-3.94, -0.16, 0.15], [-3.19, -0.49, -1.35], [-1.93, 1.67, -1.29], [-3.04, 2.04, 0.23], [-0.18, -0.34, 1.54], [3.16, 1.89, 0.97], [4.47, 0.64, 1.00], [3.72, 1.05, -0.61], [-2.11, -1.70, 0.93], [2.91, -1.01, 1.09], [0.70, 0.61, -1.63], [-0.78, 2.01, 0.85]]
}

***

No. 9
{
  "formula": "C7H14N3O",
  "method": "the ωB97M-V functional and the def2-TZVPD basis",
  "e_above_lowest_ev": 3.9045,
  "multiplicity": 1,
  "charge": 1,
  "lumo_ev": -3.8,
  "energy_ev": -13993.899,
  "homo_ev": -13.1,
  "smiles": "COc1n[nH][n+](C)c1C(C)C",
  "symbols": ["C", "O", "C", "N", "N", "N", "C", "C", "C", "C", "C", "H", "H", "H", "H", "H", "H", "H", "H", "H", "H", "H", "H", "H", "H"],
  "coordinates": [[-3.23, 0.79, 0.57], [-1.85, 0.86, 0.55], [-1.27, -0.25, 0.34], [-1.78, -1.43, 0.11], [-0.82, -2.21, -0.43], [0.40, -1.60, -0.43], [1.47, -2.42, -0.99], [0.33, -0.33, -0.08], [1.29, 0.69, 0.25], [0.83, 1.55, 1.43], [1.56, 1.74, -0.92], [-3.58, 1.48, -0.26], [-3.55, 1.34, 1.52], [-3.48, -0.24, 0.44], [-0.92, -3.23, -0.65], [2.34, -1.69, -1.02], [1.65, -3.27, -0.48], [1.20, -2.72, -2.03], [2.32, 0.26, 0.32], [0.55, 0.89, 2.29], [-0.04, 2.09, 1.04], [1.65, 2.08, 1.76], [0.65, 2.16, -1.26], [2.01, 1.07, -1.66], [2.29, 2.41, -0.40]]
}

***

No. 10
{
  "formula": "C7H14N3O3",
  "method": "the ωB97M-V functional and the def2-TZVPD basis",
  "e_above_lowest_ev": 2.1531,
  "multiplicity": 1,
  "charge": 1,
  "lumo_ev": -3.4,
  "energy_ev": -18089.641,
  "homo_ev": -13.5,
  "symbols": ["C", "C", "C", "C", "C", "C", "C", "N", "N", "N", "O", "O", "O", "H", "H", "H", "H", "H", "H", "H", "H", "H", "H", "H", "H", "H", "H"],
  "coordinates": [[1.23, 0.00, -1.36], [-0.28, 0.14, -1.44], [0.57, 0.10, 0.95], [2.91, -0.17, 0.59], [-2.01, 0.73, -3.18], [-0.20, 1.72, 2.54], [-0.13, -2.20, 1.37], [1.57, -0.15, -0.03], [-0.93, 0.09, -0.32], [-0.74, 0.39, -2.71], [1.98, -0.08, -2.31], [0.53, 1.31, 1.32], [0.21, -0.84, 1.78], [2.90, 0.88, 0.98], [3.07, -1.06, 1.37], [3.51, -0.36, -0.27], [-2.71, 0.30, -2.43], [-2.06, 1.74, -3.34], [-2.30, 0.46, -4.20], [-0.37, 2.74, 2.65], [0.51, 1.40, 3.42], [-1.10, 1.30, 2.42], [-0.47, -2.60, 2.22], [0.85, -2.70, 1.14], [-1.03, -2.29, 0.57], [-1.90, 0.07, -0.25], [-0.17, 0.22, -3.52]]
}

***

No. 11
{
  "formula": "C7H14N4",
  "method": "the ωB97M-V functional and the def2-TZVPD basis",
  "multiplicity": 3,
  "lumo_ev": [0.5, -1.6],
  "energy_ev": -13440.576,
  "homo_ev": [-6.6, -8.4],
  "symbols": ["C", "C", "C", "C", "C", "C", "C", "N", "N", "N", "N", "H", "H", "H", "H", "H", "H", "H", "H", "H", "H", "H", "H", "H", "H"],
  "coordinates": [[-1.26, -0.51, -0.51], [-2.38, 1.19, 0.85], [-3.03, -1.16, 1.20], [3.51, -0.56, -0.41], [2.20, -1.13, 1.65], [-2.56, -0.15, 0.15], [2.27, -0.24, 0.39], [-1.18, -1.09, -1.72], [-0.09, -0.40, 0.14], [-0.44, -1.33, -2.58], [1.07, -0.52, -0.32], [-2.09, 1.82, -0.05], [-1.55, 1.29, 1.47], [-3.41, 1.52, 1.30], [-3.97, -0.91, 1.69], [-2.26, -1.19, 2.02], [-2.95, -2.16, 0.65], [4.32, -0.28, 0.32], [3.63, 0.07, -1.32], [3.62, -1.57, -0.73], [1.57, -0.61, 2.31], [3.26, -1.11, 2.03], [1.77, -2.13, 1.46], [-3.31, 0.15, -0.51], [2.13, 0.88, 0.69]]
}

***

No. 12
{
  "formula": "C7H14N4O",
  "method": "the ωB97M-V functional and the def2-TZVPD basis",
  "e_above_lowest_ev": 5.2927,
  "multiplicity": 1,
  "charge": 2,
  "lumo_ev": [-10.9, -9.2],
  "energy_ev": -15470.918,
  "homo_ev": [-17.5, -18.0],
  "symbols": ["C", "C", "C", "C", "C", "C", "C", "N", "N", "N", "N", "O", "H", "H", "H", "H", "H", "H", "H", "H", "H", "H", "H", "H", "H", "H"],
  "coordinates": [[-0.17, 0.40, -0.24], [-0.34, -0.85, -0.14], [3.02, -0.37, -0.05], [-1.36, 1.34, -0.21], [-2.72, 0.59, -0.32], [-2.68, -0.66, 0.55], [1.11, 1.25, -0.09], [2.69, -0.56, 1.18], [2.27, 0.56, -0.70], [4.20, -0.68, -0.61], [-1.49, -1.61, 0.14], [1.30, 1.46, 1.29], [-1.34, 1.79, 0.68], [-1.41, 2.13, -1.08], [-3.40, 1.19, 0.13], [-2.79, 0.28, -1.43], [-2.61, -0.44, 1.53], [-3.69, -1.09, 0.56], [0.84, 2.28, -0.39], [3.01, -1.44, 1.61], [2.52, 0.58, -1.69], [4.74, -1.30, -0.05], [4.22, -0.68, -1.63], [-1.59, -2.22, -0.75], [-1.41, -2.23, 0.85], [2.15, 1.07, 1.74]]
}

***

Record-wise molar mass values, in g mol⁻¹: 126.20; 126.20; 126.20; 142.20; 206.20; 170.29; 158.27; 156.21; 156.21; 188.21; 154.22; 170.22
Record-wise maximum force values, in eV Å⁻¹: 1.55; 4.69; 1.04; 2.75; 6.31; 4.67; 12.09; 4.32; 6.36; 5.47; 4.72; 5.53